# C16H30Ag2CuN2O18S2

A molecular structure, C16H30Ag2CuN2O18S2 at a distorted geometry (ωB97M-V/def2-TZVPD, the Open Molecules 2025 dataset).

Results
- LUMO energy (spin up / spin down): -9.4357 / -13.8210 eV
- Spin multiplicity: 3
- Net charge: +3
- Highest occupied orbital energy (spin up / spin down): -16.4 / -16.4 eV
- Orbital gap (spin up / spin down): 7.0 / 2.6 eV

Atoms and positions in Å:
1 Ag 1.866 -4.091 -3.994
2 Ag -0.729 -1.528 -3.999
3 Cu -0.197 1.848 -4.137
4 O -0.579 0.127 -2.526
5 C 0.362 -0.186 -1.527
6 C 1.252 -1.448 -1.703
7 O 0.886 -2.541 -2.479
8 H -0.081 -0.140 -0.527
9 H 1.077 0.645 -1.578
10 H 1.542 -1.825 -0.707
11 H 2.250 -1.105 -2.030
12 C 4.024 0.707 -0.530
13 N 4.356 2.031 0.080
14 O 5.382 2.530 -0.288
15 O 3.663 2.463 0.990
16 H 4.861 0.039 -0.368
17 H 3.849 1.028 -1.559
18 H 3.114 0.410 -0.014
19 C -3.844 1.077 -3.788
20 N -5.075 1.030 -2.940
21 O -4.947 1.011 -1.717
22 O -6.146 0.897 -3.464
23 H -4.020 1.744 -4.628
24 H -3.684 0.037 -4.062
25 H -3.082 1.470 -3.119
26 O -4.260 -0.168 4.167
27 C -4.475 0.616 3.231
28 O -5.645 0.862 2.742
29 C -5.629 1.909 1.747
30 C -4.220 2.458 1.774
31 C -3.393 1.385 2.506
32 H -6.292 2.741 1.978
33 H -5.882 1.607 0.730
34 H -4.174 3.326 2.434
35 H -3.939 2.838 0.794
36 H -2.588 1.757 3.139
37 H -2.842 0.705 1.847
38 O -1.116 -5.170 -0.214
39 C -0.955 -4.505 0.771
40 O -0.329 -4.935 1.852
41 C -0.017 -3.954 2.827
42 C -0.582 -2.614 2.203
43 C -1.357 -3.054 0.969
44 H 1.047 -3.788 2.976
45 H -0.516 -4.164 3.768
46 H 0.290 -1.988 2.011
47 H -1.161 -2.209 3.033
48 H -1.017 -2.453 0.129
49 H -2.418 -3.057 1.219
50 C 3.499 -3.351 0.954
51 C 4.922 -3.675 1.469
52 O 5.009 -3.015 2.745
53 S 4.167 -1.670 2.704
54 O 4.839 -0.578 2.055
55 O 3.616 -1.356 3.990
56 O 3.030 -2.288 1.758
57 H 2.784 -4.146 1.174
58 H 3.508 -3.037 -0.093
59 H 5.688 -3.292 0.797
60 H 5.013 -4.738 1.669
61 C 1.005 4.034 -0.460
62 C -0.172 3.712 -1.402
63 O 0.358 3.901 -2.723
64 S 1.670 4.965 -2.705
65 O 1.347 6.295 -3.129
66 O 2.703 4.206 -3.345
67 O 1.881 4.931 -1.104
68 H 1.543 3.169 -0.072
69 H 0.569 4.616 0.355
70 H -1.106 4.270 -1.311
71 H -0.502 2.670 -1.345

Atomic partial charges in e from the Löwdin method, atoms 1 to 6: atom 1 (Ag): 0.84, atom 2 (Ag): 0.76, atom 3 (Cu): 0.66, atom 4 (O): -0.42, atom 5 (C): -0.36, atom 6 (C): -0.40